[1]
Below is a single C21H18ClFN4O4 molecule, with properties calculated with ωB97M-V with the def2-TZVPD basis set.

As for the charge: 0. Its SMILES is NC(=O)c1nc(-c2c(F)cccc2Cl)oc1Nc1ccc(C(=O)N2CCOCC2)cc1. Its relative energy (zero: lowest compared OMol25 entry of this formula, charge and spin) is 10.0 kcal per mole. Its LUMO energy is -0.07 eV. Its gap between HOMO and LUMO is 0.29092 hartree.

XYZ file:
```
49
Properties=species:S:1:pos:R:3:lowdin_charge:R:1
Cl 1.096 3.419 -0.793 0.679
F 4.438 2.134 -4.681 0.085
O -3.046 -2.406 3.254 0.075
O 2.056 0.703 -1.546 0.092
O 4.095 -2.991 -1.628 0.028
O -3.398 1.872 5.846 -0.145
N 4.104 0.566 -2.442 0.205
N -2.796 -0.252 3.883 -0.042
N 5.864 -1.875 -2.309 0.156
N 1.900 -1.612 -0.662 0.155
C 0.828 -1.488 0.238 -0.219
C -0.117 -0.436 0.230 -0.008
C 3.650 4.350 -4.453 -0.005
C -1.347 -1.391 2.089 -0.141
C -0.506 -2.521 1.986 0.012
C 2.949 2.679 -2.810 -0.085
C 2.545 -0.551 -1.301 -0.158
C -4.065 -0.231 4.614 -0.115
C -2.666 2.125 4.650 -0.180
C 3.041 1.330 -2.271 -0.257
C -1.886 0.898 4.143 -0.119
C 2.847 5.322 -3.880 -0.061
C -3.867 0.516 5.984 -0.159
C 2.155 3.674 -2.218 -0.515
C 4.528 -1.892 -1.966 -0.466
C -2.425 -1.384 3.088 -0.392
C 2.087 4.970 -2.753 -0.106
C -1.095 -0.327 1.190 -0.032
C 3.778 -0.653 -1.880 -0.144
C 3.736 3.020 -3.954 -0.183
C 0.608 -2.536 1.107 -0.009
H 1.486 5.694 -2.270 0.086
H -0.721 -3.436 2.575 0.129
H 6.240 -2.771 -2.598 0.110
H 1.204 -3.434 1.052 0.113
H -1.985 2.960 4.811 0.124
H -4.402 -1.231 4.867 0.116
H -3.212 -0.031 6.651 0.113
H 4.235 4.582 -5.356 0.124
H -1.346 1.188 3.224 0.108
H 2.379 -2.512 -0.732 0.129
H 6.153 -1.052 -2.840 0.099
H 0.031 0.414 -0.420 0.087
H -4.856 0.505 6.483 0.123
H -1.746 0.535 1.182 0.114
H -1.148 0.545 4.876 0.130
H -4.864 0.281 4.072 0.124
H -3.402 2.358 3.877 0.121
H 2.789 6.303 -4.278 0.100
```

[2]
Below is a single C5H12O molecule, with properties calculated with ωB97M-V with the def2-TZVPD basis set.

As for the charge: 0. Its SMILES is COC(C)(C)C. Its relative energy (zero: lowest compared OMol25 entry of this formula, charge and spin) is 24.7 kcal per mole. Its LUMO energy is 0.96 eV. Its gap between HOMO and LUMO is 0.38963 hartree.

XYZ file:
```
18
Properties=species:S:1:pos:R:3:lowdin_charge:R:1
O 1.222 -0.009 0.610 -0.154
C -0.685 -1.373 -0.005 -0.045
C -0.489 1.040 -0.946 -0.037
C -0.831 0.604 1.572 -0.033
C -0.163 0.046 0.299 -0.589
C 1.949 -0.297 -0.553 -0.114
H 1.450 0.243 -1.351 0.052
H 0.023 1.040 -1.935 0.072
H -1.525 0.852 -1.236 0.075
H 1.943 -1.366 -0.807 0.090
H -0.381 2.082 -0.626 0.082
H 2.970 0.063 -0.436 0.094
H -0.337 -2.129 0.717 0.095
H -1.778 -1.375 0.018 0.084
H -1.775 1.079 1.297 0.079
H -1.054 -0.155 2.336 0.086
H -0.182 1.349 2.047 0.087
H -0.358 -1.693 -0.999 0.076
```

[3]
Below is a single C4H3NO3 molecule, with properties calculated with ωB97M-V with the def2-TZVPD basis set.

As for the charge: 0. Its SMILES is N#CCOC(=O)C=O. Its relative energy (zero: lowest compared OMol25 entry of this formula, charge and spin) is 59.3 kcal per mole. Its LUMO energy is -0.52 eV. Its gap between HOMO and LUMO is 0.37135 hartree.

XYZ file:
```
11
Properties=species:S:1:pos:R:3:lowdin_charge:R:1
O 0.484 -0.135 0.223 0.032
O -0.255 -0.246 -1.898 0.190
O 1.112 1.964 -2.337 0.158
N -2.366 -0.063 2.262 0.149
C 1.116 1.437 -1.286 -0.174
C -1.485 -0.521 1.632 -0.140
C 0.344 0.232 -0.995 -0.529
C -0.290 -1.116 0.905 -0.112
H -0.545 -1.991 0.245 0.146
H 0.422 -1.555 1.708 0.162
H 1.464 1.995 -0.458 0.118
```

[4]
Below is a single C24H30N4O5S molecule, with properties calculated with ωB97M-V with the def2-TZVPD basis set.

As for the charge: 0. Its SMILES is CCOC(=O)CN(C(=O)CNC(=O)c1cccs1)[C@H](C(=O)NC1CCCCC1)c1cccnc1. Its relative energy (zero: lowest compared OMol25 entry of this formula, charge and spin) is 16.8 kcal per mole. Its LUMO energy is 0.34 eV. Its gap between HOMO and LUMO is 0.34962 hartree.

XYZ file:
```
64
Properties=species:S:1:pos:R:3:lowdin_charge:R:1
S 3.499 -1.515 -0.984 1.072
O 2.530 2.240 -1.711 0.053
O -1.121 0.342 2.683 0.081
O -1.754 -0.142 -1.639 0.055
O 1.318 2.318 2.091 0.027
O 1.346 0.479 0.803 0.098
N -1.600 -1.064 0.968 0.132
N -5.007 1.887 -1.523 0.070
N 1.379 0.334 -2.089 0.085
N -0.998 1.560 -0.368 0.018
C -2.310 -3.866 0.038 -0.194
C 0.156 0.987 -2.488 -0.052
C -2.014 1.299 0.662 -0.115
C 5.640 -0.313 -0.253 -0.175
C 3.575 0.206 -1.163 -0.439
C 0.992 1.609 1.031 -0.465
C 4.777 0.693 -0.725 -0.111
C 5.084 -1.552 -0.333 -0.389
C -5.577 0.162 0.013 -0.049
C -3.390 1.128 0.070 -0.155
C -5.870 1.007 -1.045 -0.152
C -1.038 -2.271 1.537 -0.287
C 3.598 1.691 2.700 -0.047
C -4.316 0.228 0.583 -0.013
C -0.020 -3.108 -0.624 -0.204
C -0.946 0.757 -1.452 -0.401
C 0.087 2.399 0.084 -0.010
C -1.002 -4.276 -0.631 -0.197
C 2.465 1.020 -1.664 -0.525
C -2.056 -3.412 1.474 -0.142
C 2.127 1.677 3.084 -0.192
C -1.533 0.131 1.558 -0.450
C -3.808 1.945 -0.979 -0.101
C 0.256 -2.651 0.807 -0.139
H -3.007 -4.707 0.043 0.110
H 1.325 -0.657 -1.911 0.098
H 0.741 -3.459 1.358 0.123
H 1.765 0.652 3.212 0.125
H 1.948 2.248 3.996 0.127
H -2.991 -3.091 1.937 0.112
H -3.140 2.684 -1.404 0.121
H -0.307 3.274 0.604 0.144
H -1.896 -1.099 -0.001 0.103
H -1.194 -4.595 -1.657 0.110
H -0.202 0.540 -3.422 0.137
H 0.925 -1.789 0.807 0.078
H -4.059 -0.407 1.417 0.115
H -0.809 -2.033 2.582 0.148
H 0.920 -3.405 -1.096 0.093
H -0.444 -2.287 -1.206 0.093
H 4.186 1.249 3.499 0.081
H -0.566 -5.121 -0.092 0.115
H 3.754 1.118 1.789 0.056
H 5.511 -2.493 -0.047 0.064
H -6.838 0.992 -1.528 0.102
H 6.626 -0.126 0.131 0.105
H -2.037 2.185 1.309 0.168
H 0.373 2.044 -2.653 0.130
H 3.933 2.712 2.533 0.083
H -2.772 -3.058 -0.534 0.110
H 5.015 1.741 -0.752 0.124
H -6.315 -0.532 0.386 0.101
H 0.715 2.735 -0.746 0.116
H -1.666 -4.251 2.054 0.118
```

[5]
Below is a molecular structure, C14H23N2OPSn, with properties calculated with ωB97M-V with the def2-TZVPD basis set.

As for the charge: +2. Its LUMO energy (alpha / beta) is -9.04 / -9.40 eV. Its gap between HOMO and LUMO (alpha / beta) is 0.23832 / 0.21361 hartree.

XYZ file:
```
42
Properties=species:S:1:pos:R:3:lowdin_charge:R:1
Sn 1.905 -0.473 1.472 1.208
P -0.354 -0.827 2.578 0.754
O 5.284 4.071 2.505 0.179
N 3.167 2.955 2.460 0.119
N -0.702 1.567 -2.286 -0.101
C -0.540 -3.032 -1.979 -0.023
C 0.213 -1.940 -2.395 -0.041
C -0.541 -2.495 1.792 -0.283
C -0.595 2.854 -1.665 0.017
C 4.252 3.499 2.448 -0.373
C 0.664 -1.369 -0.104 -0.316
C -0.195 -2.383 0.324 -0.337
C -0.756 -3.255 -0.615 -0.002
C -0.695 -0.933 4.342 -0.220
C 0.447 0.983 -2.914 -0.113
C 1.405 0.208 -1.958 -0.107
C -1.972 0.908 -2.276 0.019
C 0.766 -1.053 -1.459 -0.284
C -1.743 0.083 1.841 -0.215
H -2.690 -0.345 2.203 0.082
H -1.059 3.641 -2.286 0.144
H 0.382 -1.746 -3.459 0.131
H -1.844 -0.181 -2.393 0.109
H -1.120 2.859 -0.695 0.118
H 0.182 -1.335 4.865 0.067
H -0.903 0.076 4.726 0.073
H 0.466 3.109 -1.525 0.118
H -2.619 1.266 -3.100 0.146
H -1.367 -4.089 -0.265 0.134
H -1.721 0.021 0.747 0.031
H 2.881 2.223 1.743 -0.069
H 2.441 1.216 1.217 -0.100
H -1.682 1.141 2.127 0.064
H -1.563 -1.582 4.525 0.077
H -0.975 -3.701 -2.722 0.129
H 0.095 0.301 -3.706 0.139
H -2.497 1.128 -1.331 0.111
H 1.730 0.857 -1.129 0.076
H 1.017 1.813 -3.368 0.158
H -1.583 -2.816 1.949 0.117
H 2.295 -0.028 -2.562 0.149
H 0.122 -3.195 2.327 0.113
```

[6]
Below is a single C5H4N2O2 molecule, with properties calculated with ωB97M-V with the def2-TZVPD basis set.

As for the charge: 0. Its SMILES is O=C[C@]12CN1C=NC2=O. Its relative energy (zero: lowest compared OMol25 entry of this formula, charge and spin) is 52.1 kcal per mole. Its LUMO energy is -0.25 eV. Its gap between HOMO and LUMO is 0.36911 hartree.

XYZ file:
```
13
Properties=species:S:1:pos:R:3:lowdin_charge:R:1
O -1.177 2.240 0.151 0.146
O 2.630 0.395 -0.494 0.083
N -0.008 -1.065 -0.505 0.066
N -2.006 0.169 -0.445 0.160
C -1.439 -0.967 -0.612 -0.118
C 1.587 0.993 -0.387 -0.153
C 0.444 -0.919 0.880 -0.050
C -1.012 1.080 0.023 -0.402
C 0.339 0.303 0.076 -0.243
H -0.278 -1.050 1.734 0.145
H 1.403 -1.372 1.115 0.120
H 1.516 2.030 -0.651 0.124
H -1.999 -1.835 -0.884 0.122
```